{"formula": "C27H25N3O3", "method": "ωB97M-V with the def2-TZVPD basis set", "e_tot_ev": -39016.7548, "charge": 0, "lumo_energy_ev": 0.276, "fmax_ev_per_a": 1.43, "gap_ev": 8.341, "smiles": "O=C(c1cc(-c2cccc(O)c2)on1)N1CCN(C(c2ccccc2)c2ccccc2)CC1", "species": ["H", "C", "H", "C", "C", "H", "C", "C", "C", "C", "C", "C", "C", "O", "N", "C", "C", "O", "H", "H", "H", "H", "H", "H", "H", "H", "C", "H", "H", "H", "H", "C", "H", "C", "N", "H", "C", "C", "C", "C", "H", "H", "C", "C", "H", "O", "N", "H", "H", "C", "C", "H", "H", "C", "C", "C", "H", "C"], "coordinates": [[5.661, -1.069, -0.063], [0.230, -0.350, -0.113], [0.767, -0.910, -0.887], [3.126, -1.660, -2.608], [3.222, -1.056, -1.366], [3.092, -3.812, 0.576], [1.073, -1.678, 2.258], [2.995, -3.806, -1.558], [-2.708, -0.017, 0.221], [-6.867, 3.701, -1.738], [4.287, -0.072, 1.245], [1.229, 0.267, 0.886], [3.092, -3.201, -0.317], [-3.273, 1.879, -0.621], [-2.229, 1.132, -0.199], [-1.954, -1.142, 0.833], [0.106, -2.319, 1.249], [-2.567, -1.949, 1.520], [0.657, -2.892, 0.496], [-8.994, 1.188, -0.983], [-6.882, 0.113, -0.314], [0.472, -1.158, 3.015], [0.656, 0.887, 1.586], [4.903, 2.882, 2.775], [3.184, 1.127, 2.624], [-4.739, 3.630, -1.467], [4.097, 1.039, 2.056], [-8.983, 3.490, -1.895], [-4.764, -0.841, 0.353], [7.005, 2.668, 1.498], [1.656, -2.452, 2.759], [-4.118, -0.035, 0.081], [-0.357, 0.444, -0.571], [-8.061, 1.722, -1.088], [1.961, -0.705, 1.668], [3.328, 0.017, -1.301], [6.457, 0.784, 0.641], [-8.067, 3.006, -1.599], [5.485, -0.197, 0.551], [-4.420, 1.189, -0.461], [1.933, 0.908, 0.357], [2.932, -3.505, -3.677], [3.246, -1.175, 1.170], [5.068, 2.021, 2.144], [-0.606, -2.969, 1.760], [-6.910, 4.960, -2.242], [-0.636, -1.268, 0.585], [-6.020, 5.330, -2.283], [3.568, -1.948, 1.884], [6.248, 1.901, 1.431], [3.197, -1.820, -0.204], [2.913, -4.881, -1.627], [7.381, 0.673, 0.092], [-5.675, 3.099, -1.364], [-5.674, 1.804, -0.849], [3.007, -3.036, -2.708], [3.147, -1.052, -3.501], [-6.877, 1.114, -0.712]]}